Entry 1:
{"formula": "CH5NO2", "method": "ωB97M-V with the def2-TZVPD basis set", "homo_ha": -0.3801, "de_lowest_kcal_mol": 12.52, "multiplicity": 1, "smiles": "NC=O.O", "charge": 0, "homo_lumo_gap_ev": 11.2, "symbols": ["N", "C", "O", "H", "H", "H", "O", "H", "H"], "coordinates": [[1.35259, 0.12351, 0.21289], [0.62439, -1.07243, 0.28183], [-0.57088, -0.98799, 0.10423], [0.85806, 0.97659, 0.12249], [2.34904, 0.21157, 0.39843], [1.29590, -1.88724, 0.47979], [-1.32094, 1.51675, -0.42076], [-1.54319, 0.57412, -0.22272], [-1.03975, 1.46493, -1.42695]]}

---

Entry 2:
{"formula": "CH3NO2", "method": "ωB97M-V with the def2-TZVPD basis set", "homo_ha": 0.0586, "de_lowest_kcal_mol": 78.11, "multiplicity": 1, "charge": -2, "homo_lumo_gap_ev": 4.0, "symbols": ["C", "N", "O", "O", "H", "H", "H"], "coordinates": [[-1.25423, 1.28768, -1.38927], [-0.80909, 1.76999, -0.29885], [-0.03647, 1.30181, 0.53636], [-1.49791, 3.47475, -0.03068], [-1.93112, 1.88047, -1.97225], [6.48448, -10.01151, 4.87978], [-0.95566, 0.29682, -1.72510]]}

---

Entry 3:
{"formula": "C14H25ClO3P2Tc", "method": "ωB97M-V with the def2-TZVPD basis set", "homo_ha": [-0.5134, -0.5688], "de_lowest_kcal_mol": 0.00, "multiplicity": 4, "charge": 2, "homo_lumo_gap_ev": [7.2, 4.8], "symbols": ["Tc", "H", "H", "P", "P", "C", "H", "H", "H", "C", "H", "H", "H", "C", "H", "H", "H", "C", "H", "H", "H", "C", "H", "H", "H", "C", "H", "H", "H", "C", "O", "H", "Cl", "C", "C", "C", "C", "C", "C", "C", "O", "O", "H", "H", "H", "H"], "coordinates": [[0.63048, 0.44126, -0.57005], [2.28480, -1.21341, -0.26055], [1.94841, -1.46583, -0.86599], [2.66700, 1.43199, -0.62781], [-0.91386, -0.14412, -2.24602], [-2.50244, 0.62879, -1.76345], [-3.32736, 0.24597, -2.38193], [-2.71295, 0.40688, -0.70501], [-2.41074, 1.71902, -1.89457], [-0.82612, 0.15446, -4.05133], [0.09801, -0.28291, -4.45383], [-1.69157, -0.27879, -4.57649], [-0.80393, 1.23594, -4.23656], [-1.28163, -1.94748, -2.17536], [-1.48188, -2.24222, -1.13586], [-2.16032, -2.19745, -2.78884], [-0.40637, -2.50351, -2.54223], [3.26089, 2.24720, -2.16278], [4.26134, 2.67129, -2.00029], [3.29421, 1.50204, -2.96856], [2.55389, 3.04033, -2.43850], [2.79837, 2.81098, 0.57507], [2.46213, 2.45745, 1.55689], [3.84677, 3.12855, 0.64492], [2.16067, 3.64530, 0.25699], [4.15461, 0.46627, -0.15692], [4.36971, -0.28772, -0.92795], [5.01169, 1.15239, -0.03741], [3.97830, -0.05037, 0.79692], [-0.14536, 2.06058, -0.00043], [-0.70243, 3.04255, 0.34386], [1.04585, 0.85829, -2.08222], [-4.71141, -3.16015, 5.24741], [-3.47317, -2.43823, 4.32489], [-2.26679, -2.06027, 4.93441], [-1.27196, -1.46233, 4.14904], [-1.42657, -1.25174, 2.78041], [-2.63476, -1.60832, 2.17370], [-3.64891, -2.19217, 2.94517], [-0.34493, -0.58552, 1.98620], [0.60387, 0.02552, 2.51153], [-0.53032, -0.67990, 0.68670], [-2.10132, -2.24070, 5.99718], [-0.32609, -1.16189, 4.59121], [-2.74968, -1.44924, 1.09981], [-4.57812, -2.46879, 2.44862]]}

---

Entry 4:
{"formula": "C14H49F3N20O13", "method": "ωB97M-V with the def2-TZVPD basis set", "homo_ha": -0.3249, "de_lowest_kcal_mol": 140.62, "multiplicity": 1, "charge": 0, "homo_lumo_gap_ev": 8.0, "symbols": ["O", "H", "H", "H", "C", "O", "O", "C", "F", "F", "F", "C", "C", "H", "H", "H", "H", "H", "H", "C", "O", "N", "N", "H", "H", "H", "H", "C", "O", "N", "N", "H", "H", "H", "H", "C", "O", "N", "N", "H", "H", "H", "H", "C", "O", "N", "N", "H", "H", "H", "H", "C", "O", "N", "N", "H", "H", "H", "H", "C", "O", "N", "N", "H", "H", "H", "H", "C", "O", "N", "N", "H", "H", "H", "H", "C", "O", "N", "N", "H", "H", "H", "H", "C", "O", "N", "N", "H", "H", "H", "H", "C", "O", "N", "N", "H", "H", "H", "H"], "coordinates": [[3.19689, -2.63911, -3.29467], [2.86663, -3.34634, -3.85356], [2.51344, -2.17250, -2.80809], [3.67237, -1.99465, -3.82400], [0.59070, -0.88116, -0.86130], [0.49051, 0.01235, 0.23296], [1.85038, -0.86336, -1.39524], [0.13476, -2.35692, -0.54381], [0.94367, -3.32978, -0.94751], [0.06158, -2.54937, 0.73517], [-1.07806, -2.65306, -1.14900], [-0.81976, 0.29243, 0.72109], [-0.63797, 1.27028, 1.95666], [-1.63874, 1.59846, 2.23751], [-0.23407, 0.76874, 2.83610], [0.08630, 2.08079, 1.87543], [-1.50871, -0.54772, 0.80828], [-1.33385, 0.91911, -0.00767], [-0.05088, -0.54334, -1.67515], [-0.43735, -6.32765, -0.46086], [0.10696, -7.19153, -1.12277], [-0.03844, -6.01350, 0.77867], [-1.45425, -5.60873, -0.79279], [0.68038, -6.60954, 1.16354], [-0.37308, -5.21036, 1.29160], [-1.68701, -5.80270, -1.75627], [-1.68437, -4.76846, -0.28182], [1.20424, 3.63837, -0.41332], [1.49461, 4.77131, 0.02973], [0.22991, 3.37509, -1.27555], [1.98025, 2.59775, -0.23575], [0.01598, 2.38824, -1.25375], [-0.45717, 4.03178, -1.61728], [2.71460, 2.89282, 0.39175], [1.61844, 1.65658, -0.29402], [4.01167, -0.62568, 1.65161], [4.91584, -0.50334, 2.39509], [3.87562, 0.10840, 0.60467], [3.04282, -1.49908, 1.68808], [3.08491, -0.09357, 0.00961], [4.52517, 0.85699, 0.41028], [3.04003, -2.03120, 2.54654], [2.28677, -1.53522, 1.01935], [2.54094, 2.04898, 4.39002], [1.96158, 0.98551, 4.54794], [2.56655, 2.98330, 5.24992], [3.24658, 2.37761, 3.36717], [3.16982, 3.74663, 4.97883], [2.20323, 2.82020, 6.17808], [3.50051, 3.35245, 3.29445], [3.34099, 1.82808, 2.52503], [3.46943, 0.81111, -4.32528], [3.81856, -0.35220, -4.52646], [2.84834, 1.33982, -3.32683], [3.72271, 1.71009, -5.22871], [2.63911, 0.75945, -2.52714], [2.29350, 2.18377, -3.32594], [4.43457, 1.31251, -5.82477], [3.23348, 2.59064, -5.30210], [-2.00471, 0.18143, -5.04495], [-1.21811, 1.10165, -5.26341], [-2.64676, -0.46410, -5.89898], [-2.46433, -0.16621, -3.86890], [-3.31885, -1.21338, -5.81539], [-2.49359, -0.21837, -6.86658], [-3.21413, -0.84238, -3.84255], [-2.08157, 0.35437, -3.09263], [-0.96554, 5.34456, 4.49416], [-1.77250, 5.84680, 3.78125], [0.10587, 4.78603, 4.04650], [-0.99242, 5.31206, 5.82759], [0.38487, 4.59903, 3.09399], [0.81224, 4.74565, 4.76728], [-0.13191, 5.09437, 6.30950], [-1.83491, 5.58752, 6.31177], [-1.33631, -4.71319, -4.11842], [-2.26580, -5.16480, -3.46595], [-0.30164, -4.14054, -3.59353], [-1.30417, -4.83798, -5.41934], [-0.23157, -4.05518, -2.58958], [0.50893, -4.07800, -4.19283], [-2.14055, -5.23914, -5.81887], [-0.66578, -4.26555, -5.95308], [-2.90843, -3.15090, 1.62112], [-2.90016, -4.21377, 1.08912], [-3.94550, -2.27107, 1.72201], [-2.37559, -2.81702, 2.76916], [-3.97752, -1.40143, 2.23464], [-4.76519, -2.58114, 1.21994], [-2.65523, -1.99929, 3.29185], [-1.62852, -3.38224, 3.14668], [-4.59006, 3.75923, 2.65600], [-5.39048, 3.25939, 1.90767], [-3.29543, 3.48252, 2.69238], [-4.99680, 4.74858, 3.38800], [-2.83649, 2.81427, 2.08996], [-2.65566, 4.07884, 3.19755], [-4.32748, 5.04366, 4.08445], [-5.96938, 5.01626, 3.43839]]}

---

Entry 5:
{"formula": "C10H15N2O2", "method": "ωB97M-V with the def2-TZVPD basis set", "homo_ha": -0.4481, "de_lowest_kcal_mol": 31.49, "multiplicity": 1, "charge": 1, "homo_lumo_gap_ev": 9.5, "symbols": ["C", "C", "C", "C", "C", "C", "C", "C", "C", "C", "N", "N", "O", "O", "H", "H", "H", "H", "H", "H", "H", "H", "H", "H", "H", "H", "H", "H", "H"], "coordinates": [[2.33224, -1.21125, 0.89029], [1.07085, -0.89981, 0.52921], [3.07341, 0.65298, -0.41844], [3.45545, -0.46167, 0.31832], [1.71583, 0.92303, -0.60890], [-4.56856, -0.68485, 0.40085], [-4.16230, -0.66723, -1.10420], [-4.18734, 0.56821, 1.03586], [-2.14042, 0.18683, -0.28643], [4.04921, 1.55152, -1.01275], [0.74965, 0.19120, -0.19565], [4.73078, -0.81634, 0.52190], [-2.74625, -0.50144, -1.15251], [-2.72981, 0.73561, 0.75925], [2.68406, -1.94672, 1.64513], [0.29744, -1.43479, 1.11878], [-5.72535, -0.87352, 0.44162], [-4.13807, -1.48116, 1.03200], [-4.42503, -1.60473, -1.61035], [-4.67718, 0.18900, -1.60647], [-4.56075, 1.55397, 0.73852], [-4.39570, 0.47797, 2.20356], [1.45206, 1.87473, -1.12119], [4.75978, 1.16174, -1.73704], [3.42733, 2.41227, -1.20300], [4.63316, 1.85007, -0.14206], [-0.25708, 0.58198, -0.32859], [4.92452, -1.69004, 1.04306], [5.35807, -0.63757, -0.15076]]}

---

Entry 6:
{"formula": "C7H12N4", "method": "ωB97M-V with the def2-TZVPD basis set", "homo_ha": -0.6311, "de_lowest_kcal_mol": 54.91, "multiplicity": 1, "charge": 2, "homo_lumo_gap_ev": 9.4, "symbols": ["C", "C", "C", "C", "C", "C", "C", "N", "N", "N", "N", "H", "H", "H", "H", "H", "H", "H", "H", "H", "H", "H", "H"], "coordinates": [[-1.73084, -2.17745, 0.13422], [-1.89945, -0.78587, 0.14222], [-0.39280, -2.63827, 0.05969], [1.55835, 0.45577, -0.17010], [0.33452, -0.46166, 0.04839], [2.69258, -0.12012, 0.13639], [1.45608, 1.80296, -0.82110], [0.63515, -1.75015, 0.02195], [3.66683, -0.87550, 0.31822], [-2.43419, 1.91392, 0.23160], [-0.92353, 0.05630, 0.25567], [-2.52199, -2.95660, 0.10583], [-2.92439, -0.35414, 0.15979], [-0.22521, -3.71879, 0.26787], [-2.90059, 1.38233, -0.48932], [1.78866, 1.70725, -1.93629], [2.24887, 2.39244, -0.31009], [0.45895, 2.28252, -0.82947], [3.89648, -1.62661, -0.29886], [4.11658, -0.85354, 1.33652], [-2.62564, 2.85914, 0.07199], [-2.86370, 1.75481, 1.18673], [-1.41074, 1.71129, 0.37817]]}